(1)
ORCA calculation (ωB97M-V with the def2-TZVPD basis set) on a molecular structure, C4H21B3N2O6Tl.

Each line ends with the Mulliken charge.
Element x y z (Å)
Tl: 0.930 0.332 -0.070  0.54
B: -1.029 -2.322 -0.084  0.40
H: -1.268 -1.832 -1.015  -0.24
H: -0.173 -2.974 -0.173  -0.27
H: -0.909 -1.617 0.724  -0.19
H: -1.857 -2.954 0.197  -0.08
B: 1.441 -1.512 2.431  0.66
H: 1.630 -2.120 3.303  -0.13
H: 2.216 -0.782 2.254  -0.27
H: 1.403 -2.122 1.542  -0.26
H: 0.452 -1.144 2.657  -0.19
B: 2.143 2.578 -1.685  0.78
H: 2.345 2.865 -0.664  -0.29
H: 2.626 1.636 -1.894  -0.28
H: 1.096 2.356 -1.822  -0.42
H: 2.537 3.275 -2.408  -0.13
C: -2.194 2.222 3.280  -1.16
C: -1.344 1.739 2.136  0.95
O: -0.159 2.022 2.081  -0.63
O: -1.891 0.974 1.308  -0.62
H: -2.552 3.201 2.963  0.28
H: -1.595 2.266 4.190  0.33
H: -3.031 1.526 3.334  0.29
C: -3.105 2.892 -1.103  -0.81
N: -2.417 1.790 -1.689  0.76
O: -1.184 1.706 -1.514  -0.39
O: -3.002 1.042 -2.543  -0.53
H: -3.747 2.668 -0.251  0.24
H: -3.798 3.410 -1.767  0.33
H: -2.276 3.581 -0.942  0.33
C: 2.307 -3.955 -2.213  -0.75
N: 3.096 -2.929 -1.429  0.78
O: 2.588 -1.991 -0.845  -0.38
O: 4.274 -3.062 -1.238  -0.53
H: 2.739 -4.182 -3.187  0.29
H: 1.251 -3.689 -2.184  0.29
H: 2.456 -4.896 -1.682  0.29

Gap between HOMO and LUMO, eV: 4.0
Net charge: -1
Molecular weight, g/mol: 430.04
Lowest unoccupied orbital energy, eV: -2.33
Calculated total energy, eV: -26457.8776

---

(2)
ORCA calculation (ωB97M-V with the def2-TZVPD basis set) on 6 unconnected molecules or ions with the total composition C4H21N2O5S.

Each line ends with the Mulliken charge.
Element x y z (Å)
C: 0.622 -0.798 1.425  -0.38
N: 1.819 0.045 1.255  -0.30
C: 1.882 1.116 0.186  -0.28
N: 1.676 2.490 0.615  -0.72
C: -0.573 -0.071 1.962  -0.69
C: -1.556 0.499 0.907  0.25
S: -2.660 1.857 1.220  -0.62
H: 0.452 -1.096 0.326  -0.10
H: 0.872 -1.699 1.999  0.31
H: 2.163 0.353 2.162  0.27
H: 1.220 0.799 -0.654  0.21
H: 2.938 1.032 -0.108  0.37
H: 0.877 2.630 1.245  0.27
H: 1.520 3.116 -0.072  0.25
H: -0.303 0.736 2.651  0.34
H: -1.211 -0.805 2.583  0.35
H: -1.031 0.570 -0.025  -0.47
H: -2.375 -0.253 0.769  0.11
H: -1.115 -2.831 0.990  0.35
H: -0.119 -3.539 -0.040  0.38
O: -1.102 -3.315 0.086  -0.75
H: -2.285 0.414 -2.739  0.28
H: -1.194 1.253 -2.266  0.44
O: -1.420 0.490 -2.795  -0.65
H: -0.702 -1.989 -1.233  0.37
H: -0.619 -0.754 -2.049  0.30
O: -0.099 -1.504 -1.706  -0.62
H: -1.010 3.778 -1.094  0.33
H: -1.668 2.474 -0.719  0.13
O: -1.043 2.822 -1.330  -0.70
H: 1.509 -2.557 -1.813  0.37
H: 2.340 -2.277 -0.573  0.31
O: 2.194 -2.985 -1.164  -0.70

Gap between HOMO and LUMO, eV: 6.5
Net charge: -1
Molecular weight, g/mol: 209.29
Lowest unoccupied orbital energy, eV: 3.25
Calculated total energy, eV: -28542.0794

---

(3)
ORCA calculation (ωB97M-V with the def2-TZVPD basis set) on 8 unconnected molecules or ions with the total composition C4H21NO10.

Each line ends with the Mulliken spin population.
Element x y z (Å)
O: 2.527 0.553 1.096  0.18
C: 2.834 -0.369 0.434  0.11
C: 1.789 -0.781 -0.757  0.03
C: 1.613 0.612 -1.558  0.00
C: 0.092 1.147 -1.347  0.00
O: -0.489 1.526 -2.444  0.00
O: -0.397 1.430 -0.262  0.00
N: 0.599 -1.493 -0.394  0.52
H: 3.716 -1.044 0.412  0.03
H: 2.235 -1.544 -1.499  0.07
H: 1.966 0.460 -2.541  0.00
H: 2.042 1.579 -1.283  0.00
H: -0.141 1.095 -3.245  0.00
H: 0.663 -2.079 0.446  0.00
H: -0.109 -0.815 -0.085  -0.01
H: 0.045 -2.080 2.447  0.00
H: 0.546 -3.563 2.833  0.00
O: 0.335 -2.930 2.181  0.00
H: 0.204 3.695 1.151  0.00
H: 1.196 2.548 1.587  0.00
O: 0.445 3.080 1.892  0.00
H: -0.253 -1.039 -2.471  0.00
H: -0.106 -1.651 -3.987  0.00
O: -0.168 -0.871 -3.415  0.00
H: -4.116 -0.668 -0.252  0.00
H: -4.060 0.340 0.715  0.00
O: -3.455 -0.321 0.349  0.00
H: -1.573 -2.982 0.053  0.00
H: -1.391 -2.117 -1.103  -0.01
O: -1.945 -2.884 -0.832  0.03
H: 1.041 0.101 2.343  0.00
H: -0.427 0.553 2.282  0.00
O: 0.146 -0.245 2.213  0.04
H: -1.321 2.661 2.008  0.00
H: -1.718 1.642 0.957  0.00
O: -2.067 2.082 1.790  0.00

Gap between HOMO and LUMO (alpha / beta), eV: 8.2 / 4.3
2S+1: 2
Net charge: +1
Molecular weight, g/mol: 243.21
<S²>: 0.758
Lowest unoccupied orbital energy (alpha / beta), eV: -5.04 / -8.93
Calculated total energy, eV: -26443.2741

---

(4)
ORCA calculation (ωB97M-V with the def2-TZVPD basis set) on 7 unconnected molecules or ions with the total composition C4H21NO7.

Each line ends with the Mulliken charge.
Element x y z (Å)
C: -0.927 2.631 0.012  -1.17
C: 0.527 2.239 -0.245  -0.31
N: 0.549 0.902 -0.951  0.29
C: 1.270 0.853 -2.219  -1.06
C: -0.146 -0.153 -0.466  -0.25
O: 0.005 -1.278 -0.942  -0.76
H: -1.569 2.573 -0.847  0.33
H: -0.968 3.670 0.301  0.42
H: -1.391 2.283 0.920  0.34
H: 1.001 1.994 0.709  0.21
H: 1.217 2.858 -0.825  0.46
H: 1.216 -0.120 -2.714  0.32
H: 2.327 1.212 -2.101  0.34
H: 0.811 1.436 -3.021  0.38
H: -0.681 0.042 0.497  0.55
O: 0.647 -0.174 2.068  -0.57
H: 1.281 -0.905 2.144  0.28
H: 1.132 0.546 1.646  0.18
O: 1.186 -2.906 1.663  -0.65
H: 0.339 -3.006 2.100  0.32
H: 1.224 -2.951 0.707  0.31
O: -2.046 -0.433 2.788  -0.63
H: -1.604 -0.981 2.139  0.31
H: -1.360 0.125 3.177  0.32
O: 3.203 -0.137 0.604  -0.62
H: 2.398 -0.461 0.172  0.25
H: 3.527 -0.978 0.969  0.35
O: -1.575 -3.377 -0.720  -0.66
H: -2.284 -2.755 -0.923  0.31
H: -0.827 -2.796 -0.474  0.38
O: -3.112 0.128 -1.813  -0.64
H: -2.166 0.255 -1.703  0.35
H: -3.204 -0.336 -2.651  0.31

Gap between HOMO and LUMO, eV: 10.4
SMILES: CCN(C)C=O.O.O.O.O.O.O
Net charge: 0
Molecular weight, g/mol: 195.21
Lowest unoccupied orbital energy, eV: 0.28
Calculated total energy, eV: -20310.6578

---

(5)
ORCA calculation (ωB97M-V with the def2-TZVPD basis set) on a molecular structure, C4H22CdO8.

Each line ends with the Mulliken charge.
Element x y z (Å)
Cd: -0.256 1.811 0.118  0.96
C: -4.483 1.219 1.612  -1.16
C: -3.354 0.758 0.682  -0.20
O: -2.089 1.239 0.960  -0.64
H: -5.461 0.893 1.266  0.34
H: -4.476 2.297 1.807  0.29
H: -4.296 0.859 2.632  0.29
H: -3.737 1.047 -0.310  0.22
H: -3.336 -0.338 0.666  0.23
O: 0.718 0.127 0.716  -0.87
H: 1.348 0.279 1.425  0.14
O: 0.870 -2.498 1.585  -0.64
H: -0.052 -2.601 1.840  0.32
H: 0.968 -1.532 1.404  0.39
O: 2.982 -0.831 -0.682  -0.76
H: 2.190 -0.712 -0.116  0.43
H: 3.101 -1.786 -0.741  0.37
O: 0.421 3.014 1.839  -0.47
H: 0.060 3.859 2.136  0.28
H: 0.967 2.699 2.571  0.30
O: 1.680 2.455 -0.799  -0.49
H: 1.750 3.282 -1.293  0.30
H: 2.586 2.265 -0.487  0.38
O: 3.931 1.445 0.769  -0.71
H: 4.719 1.298 1.301  0.28
H: 3.751 0.588 0.341  0.35
C: -0.298 -2.778 -3.255  -1.32
C: 0.267 -2.224 -1.970  0.14
O: -0.713 -1.621 -1.160  -0.50
H: -1.011 -2.095 -3.722  0.32
H: -0.826 -3.725 -3.125  0.29
H: 0.517 -2.949 -3.959  0.36
H: 1.081 -1.542 -2.249  0.22
H: 0.749 -3.022 -1.385  0.27
H: -0.270 -1.181 -0.416  0.25

Gap between HOMO and LUMO, eV: 7.4
Net charge: 0
Molecular weight, g/mol: 310.62
Lowest unoccupied orbital energy, eV: -0.71
Calculated total energy, eV: -25447.9326

---

(6)
ORCA calculation (ωB97M-V with the def2-TZVPD basis set) on 6 unconnected molecules or ions with the total composition C4H22N2O6.

Each line ends with the Mulliken spin population.
Element x y z (Å)
C: 0.905 -0.390 1.530  0.03
C: 0.356 -1.825 1.848  0.06
C: -1.077 -1.857 2.512  0.00
N: -0.962 -0.918 3.617  0.21
N: 0.346 0.077 0.255  0.48
C: 1.213 0.945 -0.524  0.00
O: 0.325 1.363 -1.575  0.01
H: 0.606 0.243 2.443  0.07
H: 2.003 -0.435 1.517  -0.01
H: 0.267 -2.506 0.977  0.00
H: 1.119 -2.004 2.563  0.01
H: -1.777 -1.347 1.677  0.02
H: -1.520 -2.833 2.648  0.03
H: -1.899 -0.568 3.853  -0.01
H: -0.247 -1.075 4.312  -0.01
H: -0.570 0.497 0.378  -0.03
H: 1.538 1.871 0.006  0.04
H: 2.053 0.416 -1.042  0.01
H: 0.569 0.833 -2.391  0.00
H: -0.120 -1.105 -0.897  -0.01
H: -1.545 -1.123 -1.619  0.00
O: -0.689 -1.531 -1.617  0.08
H: -3.559 0.822 0.700  0.00
H: -2.062 0.806 0.139  0.00
O: -3.003 0.656 -0.056  0.00
H: 1.779 -0.642 -3.063  0.00
H: 0.305 -0.974 -3.189  0.00
O: 0.968 -0.336 -3.451  0.00
H: 4.431 0.684 0.670  0.00
H: 3.973 -0.487 0.063  0.00
O: 4.142 0.408 -0.222  0.00
H: -2.947 2.324 -1.445  0.00
H: -1.463 2.756 -1.034  0.00
O: -2.327 3.039 -1.383  0.00

Gap between HOMO and LUMO (alpha / beta), eV: 10.2 / 4.7
2S+1: 2
Net charge: +1
Molecular weight, g/mol: 194.23
<S²>: 0.757
Lowest unoccupied orbital energy (alpha / beta), eV: -3.19 / -8.76
Calculated total energy, eV: -19759.2941